Below is a structure of composition C41H41BO2P2Pt, with properties calculated with ωB97M-V with the def2-TZVPD basis set.

Results
LUMO (alpha / beta) ... 0.637 / -2.879 eV
Frontier orbital gap (alpha / beta) ... 5.045 / 5.472 eV
⟨S²⟩ ... 2.010
DFT total energy ... -69775.7379 eV

The geometry in ORCA input format:
```
! RIJCOSX wB97M-V def2-TZVPD def2/J DEFGRID3
* xyz 0 3
Pt -0.05329 0.04772 -0.33681
C -1.82674 0.83194 -7.16127
C -1.83586 -0.44102 -6.73985
C -1.05375 -1.54900 -7.38512
C 0.30863 -1.14175 -7.99949
C 1.15190 -0.33646 -7.05600
C 1.17256 1.00313 -6.93871
C 0.37104 1.94753 -7.78124
C -1.00450 1.41836 -8.27362
C 1.46885 0.38359 1.08416
H -2.55622 1.53887 -6.74854
H -2.61319 -0.76324 -6.04142
H -1.66694 -2.01716 -8.17338
H -0.83230 -2.32958 -6.64511
H 0.85572 -2.08226 -8.16661
H 0.18469 -0.70551 -8.98986
H 1.88680 -0.93253 -6.51167
H 1.97360 1.47643 -6.36735
H 0.96143 2.25035 -8.66261
H 0.15160 2.86424 -7.21734
H -1.55606 2.30720 -8.62230
H -0.89347 0.78727 -9.16104
H 1.27391 1.35526 1.56598
H 2.48088 0.37643 0.68057
H 1.38829 -0.44301 1.80892
P -1.57510 -0.55424 -1.79622
P 1.62415 0.04883 -1.87722
C -0.58912 -0.76188 -3.30826
C 0.75547 -0.60720 -3.31293
C -2.50308 -2.08984 -1.54922
C -2.87246 -2.86624 -2.66113
C -3.60871 -4.04112 -2.47108
C -3.96726 -4.44293 -1.17764
C -3.57653 -3.67719 -0.07104
C -2.83326 -2.50847 -0.25261
C -2.77891 0.77906 -2.08068
C -2.31146 2.10455 -2.10520
C -3.21619 3.14341 -2.33970
C -4.56720 2.85708 -2.57531
C -5.02451 1.53170 -2.56143
C -4.13292 0.48593 -2.30822
C 3.08809 -0.96896 -1.52996
C 2.92559 -2.25645 -0.98246
C 4.04383 -3.06925 -0.76078
C 5.32772 -2.60419 -1.09326
C 5.49436 -1.31410 -1.62596
C 4.37866 -0.49874 -1.84251
C 2.20082 1.72365 -2.23676
C 2.35914 2.67249 -1.21186
C 2.83714 3.95087 -1.51500
C 3.12113 4.29124 -2.84727
C 2.91176 3.35995 -3.87956
C 2.44487 2.07953 -3.57311
H -1.15108 -1.01758 -4.21534
H 1.37138 -0.87096 -4.16974
H -2.57496 -2.55844 -3.66143
H -3.90787 -4.63257 -3.33679
H -4.57404 -5.34345 -1.03715
H -3.85840 -3.99636 0.93427
H -2.49172 -1.91699 0.60059
H -1.25241 2.31243 -1.92092
H -2.85546 4.17007 -2.35882
H -5.25826 3.66528 -2.81410
H -6.06958 1.30054 -2.76256
H -4.46708 -0.55609 -2.28760
H 1.92395 -2.60906 -0.72408
H 3.91461 -4.07107 -0.33986
H 6.19392 -3.26049 -0.96739
H 6.49471 -0.95522 -1.88724
H 4.49844 0.50828 -2.24714
H 2.09708 2.40300 -0.18747
H 2.99398 4.68226 -0.71410
H 3.52755 5.28197 -3.08076
H 3.12790 3.62918 -4.91886
H 2.24978 1.35691 -4.36417
O -1.09072 -1.10253 2.38905
B -0.86763 0.06187 1.56073
O -1.18513 1.23423 2.31528
C -1.52834 0.79346 3.56009
C -1.63849 1.53678 4.72284
C -1.63701 0.87416 5.94956
C -1.58643 -0.52431 5.99867
C -1.53046 -1.27214 4.82022
C -1.47380 -0.61427 3.60934
H -1.66736 2.62472 4.65676
H -1.63381 1.44958 6.88182
H -1.54391 -1.02606 6.96760
H -1.47988 -2.36420 4.84777
*
```

Here are the Mulliken charges for atoms 1 to 5, given in e: Pt 0.65; C -0.43; C -0.32; C -0.58; C -1.16

Below is a structure of composition C41H41BrGeN4O2Ti, with properties calculated with ωB97M-V with the def2-TZVPD basis set.

Results
LUMO (alpha / beta) ... -3.496 / -4.944 eV
Frontier orbital gap (alpha / beta) ... 6.456 / 5.437 eV
⟨S²⟩ ... 0.788
Relative energy (zero: lowest compared OMol25 entry of this formula, charge and spin) ... 0.063 eV
DFT total energy ... -202906.6002 eV

The geometry in ORCA input format:
```
! RIJCOSX wB97M-V def2-TZVPD def2/J DEFGRID3
* xyz 1 2
Ti 0.06820 -0.13150 0.69050
C -2.73500 1.98530 1.49710
C -3.67560 0.78770 1.42990
C -3.05760 -0.35020 0.61330
N -1.75670 -0.85090 1.05380
C -1.76050 -2.07310 1.60810
C -2.84890 -2.52930 2.37540
C -3.17160 -3.79100 2.82890
C -2.51940 -4.99420 2.60650
C -1.29730 -5.17710 1.97780
C -0.43790 -4.24150 1.43050
C -0.58370 -2.85250 1.24540
N 0.30420 -2.12010 0.56940
C 1.33040 -2.79650 -0.18560
C 1.96280 -1.82010 -1.16750
C 2.85900 -0.84410 -0.41700
N 2.07740 0.06760 0.39140
C 2.68250 1.14140 0.89290
C 4.09060 1.25990 0.87400
C 4.94720 2.23830 1.32750
C 4.65050 3.48600 1.84690
C 3.38230 4.01350 2.01030
C 2.14530 3.42550 1.84740
C 1.76400 2.11860 1.47370
N 0.50040 1.69530 1.58100
C -0.41070 2.54950 2.32670
C -1.72340 1.83830 2.63230
H -3.30810 2.90410 1.62500
H -2.20190 2.06220 0.54380
H -4.60460 1.07160 0.93640
H -3.92410 0.45470 2.44040
H -2.93360 -0.00020 -0.42220
H -3.76720 -1.18870 0.56830
H -3.54810 -1.75420 2.65730
H -4.08010 -3.85110 3.41450
H -3.02570 -5.87990 2.96440
H -0.95550 -6.20290 1.91570
H 0.47440 -4.66390 1.03380
H 0.88700 -3.63150 -0.74940
H 2.11720 -3.19640 0.47560
H 1.17720 -1.27840 -1.71360
H 2.57420 -2.36600 -1.88640
H 3.44920 -0.27060 -1.14690
H 3.55750 -1.42810 0.20620
H 4.60440 0.39070 0.49190
H 5.99880 2.00200 1.23710
H 5.48060 4.11880 2.12200
H 3.35300 5.04130 2.34490
H 1.32880 4.10140 2.05180
H -0.62760 3.46460 1.75260
H 0.07310 2.84820 3.26920
H -2.15110 2.24550 3.55130
H -1.50260 0.77390 2.78350
Br -3.02430 3.91290 -1.62800
C -1.12870 3.90490 -1.63280
C -0.47450 5.12890 -1.65820
C 0.90750 5.17440 -1.65260
C 1.64840 4.00300 -1.62080
C 0.99610 2.78660 -1.57670
C -0.39680 2.71840 -1.57790
C -1.03790 1.36290 -1.53150
O -2.12410 1.12820 -2.01570
O -0.31340 0.45870 -0.92990
H -1.04800 6.04210 -1.69150
H 1.40740 6.12880 -1.68620
H 2.72690 4.03580 -1.64250
H 1.55900 1.86130 -1.56970
Ge 1.01490 -0.77370 3.14980
C -0.30880 -1.52800 4.47650
C -0.26530 -2.88240 4.77940
C -1.12590 -3.42450 5.71640
C -2.06110 -2.62260 6.34880
C -2.12200 -1.27310 6.04910
C -1.25320 -0.73480 5.11760
C 2.22210 0.51200 4.11390
C 1.75580 1.51640 4.95490
C 2.62320 2.43760 5.51600
C 3.97800 2.37810 5.23510
C 4.46280 1.36650 4.42320
C 3.59020 0.44770 3.86970
H 1.99710 -1.99820 3.08370
H 0.46640 -3.51170 4.29150
H -1.05820 -4.47440 5.95530
H -2.73100 -3.04190 7.08280
H -2.84100 -0.63740 6.54530
H -1.30560 0.32400 4.90930
H 0.70410 1.56010 5.20070
H 2.23970 3.20930 6.16600
H 4.65170 3.11060 5.65230
H 5.52000 1.29810 4.20960
H 3.97340 -0.34940 3.24550
*
```

Here are the natural (NBO) charges for atoms 1 to 5, given in e: Ti 1.91; C -0.39; C -0.40; C -0.25; N -0.73

For reference, max |F| by record: 0.0812, 0.0546 Eh/bohr.